1.
ORCA calculation (wB97M-V/def2-TZVPD) on the ion C3H2NO3 with charge -1 at a distorted geometry.

Geometry as XYZ:
```
9
Properties=species:S:1:pos:R:3:nbo_charge:R:1
N 1.15266 0.23009 0.71003 -0.67
H 0.50560 0.09275 1.52417 0.41
O -2.13638 0.71530 -0.98797 -0.74
O 1.25335 -2.07433 -0.21738 -0.61
C 0.96296 -0.84807 -0.14724 0.69
H 0.61451 1.15378 -1.25484 0.20
O -1.38634 -0.04274 1.03401 -0.77
C 0.34386 0.44256 -0.51161 -0.31
C -1.31021 0.33066 -0.14917 0.79
```

Computed properties:
Lowest unoccupied orbital energy: 4.23 eV
Charge: -1
Gap between HOMO and LUMO: 8.90 eV
ΔE to the lowest compared entry with this formula, charge and spin: 1.567 eV

2.
ORCA calculation (wB97M-V/def2-TZVPD) on an isolated molecule of C17H21ClN2O5S.

Geometry as XYZ:
```
47
Properties=species:S:1:pos:R:3:nbo_charge:R:1
O 4.28837 2.33156 -1.63685 -0.61
O -2.38082 1.37652 -1.95185 -0.93
H 4.12998 -0.79252 -1.78653 0.21
N -3.76366 0.78050 0.14179 -0.68
H -5.39963 2.23369 3.29944 0.21
H -3.38090 0.89910 2.79264 0.20
H -2.95573 2.61766 2.84441 0.22
H -5.68714 0.20360 1.91068 0.20
S -3.02813 0.28861 -1.27690 2.33
C -1.76827 -0.79438 -0.59271 -0.34
C 0.12434 -2.48914 0.48350 0.00
H -1.95085 1.43840 0.85894 0.21
H -6.82251 1.45278 1.37560 0.22
O 2.14710 -0.25938 -1.52237 -0.49
H 5.01615 2.86860 0.54640 0.24
C 0.54011 -1.37799 -0.26056 -0.13
H 8.23451 1.66340 1.93309 0.20
Cl 1.25403 -3.58633 1.15558 0.07
C -1.23119 -2.74569 0.67520 -0.24
H 6.11779 0.45474 2.11749 0.19
O -3.96878 -0.51070 -2.00224 -0.93
C 6.17208 1.42151 1.63334 -0.18
C 4.86950 1.93836 1.09862 -0.27
C -2.99300 1.76508 0.86981 -0.23
H -3.23376 -2.07364 0.26598 0.24
H -5.14083 3.20588 1.84694 0.20
H -0.14960 0.33231 -1.37708 0.27
H 4.09634 0.04973 0.52635 0.43
C 4.05702 1.26614 -1.11138 0.64
H -5.64073 0.35055 -0.56489 0.24
N 4.27127 0.98666 0.18309 -0.62
C -5.76733 1.18643 1.44412 -0.40
H 3.41093 0.36776 -2.95814 0.23
H -1.52395 -3.61397 1.24393 0.24
C 7.31899 2.06448 1.53303 -0.37
C 1.97900 -1.07077 -0.48146 0.78
C -5.16891 1.12352 0.04211 -0.23
C -0.43311 -0.53280 -0.79830 -0.16
C -2.17832 -1.89653 0.13784 -0.13
H -3.05068 2.74438 0.37367 0.19
O 2.89058 -1.49119 0.19394 -0.61
C 3.47642 0.07891 -1.90839 -0.16
C -3.52190 1.86198 2.29870 -0.40
C -5.00767 2.21273 2.28135 -0.40
H 7.38699 3.02446 1.04893 0.20
H 4.17441 2.11675 1.92939 0.20
H -5.29678 2.09285 -0.46207 0.18
```

Computed properties:
Lowest unoccupied orbital energy: -0.28 eV
Charge: 0
Gap between HOMO and LUMO: 9.41 eV
ΔE to the lowest compared entry with this formula, charge and spin: 0.768 eV

3.
ORCA calculation (wB97M-V/def2-TZVPD) on a structure of composition C15H35BBrCl2F4OsSSi.

Geometry as XYZ:
```
61
Properties=species:S:1:pos:R:3:mulliken_spin:R:1
H -2.50473 -1.29793 1.97151 0.01
C 3.30604 -2.12256 -1.02852 0.04
C 0.26623 -3.81533 -2.19735 0.00
H -0.03934 -4.03513 -3.22507 0.00
H -1.67782 -3.88521 0.20417 0.00
H -4.05520 6.59080 0.13768 0.00
H -0.28946 -4.50123 -1.55197 0.00
H -4.78630 4.28474 -0.70413 0.00
H 1.76188 -3.82869 1.61713 0.01
C 2.75352 -1.20235 1.26008 0.03
C 2.41149 -3.70997 0.74962 0.05
H -2.20558 -2.72970 -1.44322 0.00
H 2.09522 7.18913 0.17792 0.00
H 0.23043 -1.64694 -3.92910 0.00
H -0.47073 -4.45297 1.38974 0.00
C -2.97903 6.43840 0.06030 0.03
C -0.12221 -2.08077 2.78611 0.00
Cl 0.36647 6.04504 1.35521 0.03
F 0.98722 2.53802 3.06439 0.00
H -0.93873 -2.30672 3.47689 0.00
C -0.68805 -2.24269 1.37964 0.03
H 0.47606 -0.35541 -2.77284 0.00
C -3.77309 3.98207 -0.96569 0.00
S -2.70612 4.66591 0.31877 0.00
Br -0.79213 2.41105 -1.59926 0.11
C 0.65093 -1.41993 -2.94564 0.01
H 1.72092 -1.61080 -3.00896 0.00
H -1.40472 -0.17678 1.17632 0.00
H -2.48921 6.98506 0.86253 0.00
H 0.68438 -2.77436 3.02584 0.00
H 3.25780 -1.10934 -1.42704 0.01
F -0.86469 2.55834 1.67194 0.03
Cl 1.72777 5.18411 -1.04303 0.08
H -3.49370 4.35741 -1.94660 0.00
H 4.36179 -2.29556 -0.76038 0.02
H 3.06967 -2.86236 -1.79165 0.01
F 0.70640 0.86146 1.48304 -0.02
H 1.33190 -4.04040 -2.13389 0.00
F 1.16814 3.03566 0.79586 0.04
H -1.86834 -1.05341 -1.94755 0.00
H 2.17125 -4.43188 -0.03459 0.00
C -1.22613 -3.69230 1.18021 0.00
H 2.70637 5.71057 1.06055 0.00
Si 0.39887 -2.13200 -0.13113 0.32
C -1.59384 -2.10009 -2.08971 0.03
H -1.83969 -2.36998 -3.12035 0.01
H -2.62091 6.75296 -0.91688 -0.01
H -3.69048 2.90060 -0.92413 0.00
H 0.19584 -1.05486 2.97796 0.00
H -2.36148 -1.34888 0.21930 0.00
H 3.82562 -1.25622 1.51948 0.04
H 2.59363 -0.20208 0.85436 0.02
B 0.49997 2.17337 1.86919 0.02
H 2.19374 -1.33243 2.18281 0.00
H -2.02460 -3.82326 1.91770 0.01
C -1.79943 -1.19327 1.14173 0.02
C 2.55256 -2.29046 0.25086 0.28
H 3.42393 -3.98163 1.10163 0.05
C 1.93449 6.15283 0.44426 -0.01
C -0.07090 -2.32129 -1.94609 0.04
Os -0.45387 4.26966 -0.09998 2.68
```

Computed properties:
Lowest unoccupied orbital energy (spin up / spin down): -10.02 / -12.51 eV
Charge: +3
Gap between HOMO and LUMO (spin up / spin down): 8.09 / 5.22 eV
Spin multiplicity: 5
ΔE to the lowest compared entry with this formula, charge and spin: 1.104 eV

4.
ORCA calculation (wB97M-V/def2-TZVPD) on a cluster of 9 separate species, C33H33Cl9N6 in total at a distorted geometry.

Geometry as XYZ:
```
81
Properties=species:S:1:pos:R:3:lowdin_charge:R:1
C 2.11882 5.49695 0.34714 -0.07
H 0.08958 -1.00204 -0.52185 -0.03
H 3.61940 -4.89290 3.14263 0.10
C 0.46959 -5.65276 1.19329 -0.18
Cl -1.36712 2.15181 5.46966 0.54
H -0.61842 -2.59897 -3.24608 0.09
H 2.06434 7.56834 -0.16101 0.11
C -2.91986 -4.92951 2.24960 -0.15
H -2.91655 -1.80526 3.46015 0.05
H 7.21385 3.78557 -1.34584 0.10
H 0.19694 1.60312 -3.48383 0.11
H 2.01557 3.35744 0.45629 0.05
H 5.09082 0.83358 -3.28954 0.10
N 2.30473 -0.93574 -2.98704 0.06
Cl -5.30700 -3.03703 -0.67406 0.56
H -3.11255 1.42910 -3.23999 0.09
N -4.21865 -5.19663 2.17005 0.06
C 6.49800 2.97815 -1.27361 -0.17
H -6.51452 2.82678 -1.39311 0.11
C 4.69175 0.98660 -1.20635 -0.10
C 1.84815 0.31020 -3.14487 -0.16
H -4.74461 -1.00426 -1.54512 0.00
C -2.43043 -3.71530 2.69269 -0.09
Cl -0.47115 -0.94325 1.77124 0.58
H -2.79589 3.71682 0.39194 0.06
C 0.04972 -1.75187 -3.17884 -0.10
C 5.81747 2.74757 -0.10021 -0.08
C -5.43518 2.69387 -1.38518 -0.16
H 1.88133 -2.89018 -2.81233 0.11
H 2.74362 4.74177 -3.29078 0.11
H -6.10310 -4.51124 2.49468 0.10
C 5.30053 1.37612 -2.37657 -0.16
C -3.32372 -2.73574 3.08565 -0.12
Cl -2.61255 -1.92457 -0.99703 0.59
H -1.46223 -0.29155 -3.55871 0.09
C -3.31814 3.17677 -0.38342 -0.09
H 4.51946 1.30447 0.89756 0.10
C -4.69422 3.31059 -0.38314 -0.07
C 2.48086 6.30730 -1.84964 -0.07
C -0.42083 -0.45460 -3.31554 -0.11
C 0.77894 -6.42283 2.28505 -0.08
C 2.70339 -5.08493 2.59990 -0.07
H 3.02356 -3.71091 0.99171 0.06
Cl -1.49997 3.26639 2.78513 0.52
C 2.56171 4.98410 -2.24692 -0.15
C 2.26202 4.21580 -0.16080 -0.18
C 0.50553 0.57474 -3.31290 -0.10
Cl -3.22405 1.02513 3.52774 0.54
H 5.93559 3.32752 0.81202 0.10
C -4.30931 -1.56659 -0.73075 -1.52
C 4.93775 1.67302 -0.03004 -0.08
C -3.55507 1.91025 -2.37583 -0.17
H -5.46014 -2.32673 3.37991 0.10
C 1.87069 -6.08747 3.06432 -0.07
H 1.89976 5.65216 1.39431 0.10
Cl 2.18444 -1.10432 0.63763 0.62
C -1.66106 1.78608 3.77237 -1.55
N 2.41713 3.93501 -1.44344 0.07
Cl -4.54883 -0.56984 0.69096 0.56
C 2.23398 6.56146 -0.52213 -0.08
H -0.38888 -5.91542 0.58754 0.10
H 2.59553 1.09492 -3.15895 0.09
H -1.65757 2.33251 -1.46643 0.06
H -0.86451 1.13851 3.44356 -0.05
H -1.37427 -3.53607 2.84742 0.08
Cl 0.49482 1.16478 0.03398 0.59
C -4.68590 -2.98393 3.01122 -0.10
H 4.11623 0.06754 -1.15082 0.06
N 1.26540 -4.68867 0.74660 0.07
H -2.27346 -5.70988 1.86591 0.08
N -4.86711 2.04541 -2.39342 0.06
H -5.15070 3.79303 0.47413 0.11
C 2.37360 -4.46093 1.42097 -0.19
H 2.47815 7.07049 -2.61402 0.10
C -2.72865 2.47540 -1.42019 -0.07
C -5.05149 -4.24124 2.55177 -0.20
H 0.11910 -7.24750 2.53008 0.11
C 0.54334 -0.58329 0.36853 -1.48
H 2.16756 -6.71233 3.89687 0.11
C 1.41340 -1.92561 -2.97645 -0.16
N 6.19150 2.35471 -2.39537 0.06
```

Computed properties:
Lowest unoccupied orbital energy: 0.37 eV
Charge: 0
Gap between HOMO and LUMO: 9.76 eV
ΔE to the lowest compared entry with this formula, charge and spin: 0.000 eV

5.
ORCA calculation (wB97M-V/def2-TZVPD) on a cluster of 2 separate species, C5H6O3 in total at a distorted geometry.

Geometry as XYZ:
```
14
Properties=species:S:1:pos:R:3:nbo_charge:R:1
C 1.43289 -1.12867 -0.45195 -0.14
O 1.07178 0.18329 -0.85620 -0.47
H -2.49642 -0.27036 -1.91753 0.21
O -2.88386 0.75701 -0.20789 -0.45
C 1.56002 0.69244 1.56101 -0.53
H 2.00321 0.13135 2.45161 0.23
H 2.34374 -1.42743 -0.87144 0.19
C -1.86596 0.36348 -1.24103 -0.21
O -1.37133 -0.44681 1.19219 -0.54
H 1.31556 1.80990 1.64035 0.22
C -1.87114 0.03469 0.18670 0.77
H 0.66189 -1.90674 -0.27313 0.20
H -1.30518 1.19699 -1.62562 0.22
C 1.40482 0.01087 0.41293 0.30
```

Computed properties:
Lowest unoccupied orbital energy: 0.80 eV
Charge: 0
Gap between HOMO and LUMO: 9.79 eV
ΔE to the lowest compared entry with this formula, charge and spin: 4.229 eV

6.
ORCA calculation (wB97M-V/def2-TZVPD) on a cluster of 3 separate species, C22H55BF5N8O5P2 in total at a distorted geometry.

Geometry as XYZ:
```
98
Properties=species:S:1:pos:R:3:lowdin_charge:R:1
C -0.44744 2.71461 -2.21853 -0.10
H -3.10630 0.49297 3.30412 0.08
H 6.46428 1.71652 -2.32942 0.09
H -2.43455 1.86699 5.36640 0.08
H -1.82301 -5.04724 -0.06804 0.10
H -3.22939 -1.54334 -0.52350 0.15
H 6.87439 -0.26698 1.70108 0.07
H -4.16766 -0.46359 -3.02426 0.21
F -6.69298 -0.21482 -4.00932 0.17
N -4.36156 -0.63568 -2.02660 -0.03
C 5.83394 1.03281 -2.91072 -0.13
C -3.04509 2.58289 -2.09681 -0.17
H 0.37770 3.37529 -1.92692 0.08
H 1.63003 0.19313 5.64362 0.09
H -2.97643 -4.87931 -3.40046 0.12
C -2.82197 1.11804 -1.68624 -0.16
H 3.19054 1.31348 -2.97771 0.08
P -0.14224 1.05086 3.17150 0.75
C 4.36945 -2.87554 -0.43609 -0.15
C -6.13254 -2.44097 -2.38429 -0.09
H 7.73249 -0.69667 -2.37524 0.05
C -4.11894 -3.15382 -1.61296 -0.20
N 1.27178 1.90227 3.73093 -0.35
H 3.36430 1.88168 3.41112 0.09
H -1.25788 3.16655 5.12724 0.05
C 4.85379 -2.24746 -2.68130 -0.13
C -6.70539 0.00231 -2.69106 -0.42
H -0.78913 -1.74405 5.43120 0.08
O -4.04925 0.47683 -1.24409 -0.05
O 5.10648 0.91911 0.24044 -0.29
C 0.58766 0.42273 5.87110 -0.12
C 2.44030 1.66337 2.87226 -0.14
H 7.89502 -2.14053 -1.36555 0.08
C -5.79919 -0.96807 -1.93003 -0.06
C -2.03706 2.58815 4.63889 -0.13
H 8.48646 -0.60561 1.10043 0.08
H -0.33617 2.56925 -3.30029 0.08
H 0.27585 -0.22452 6.69653 0.09
H -3.23222 2.54611 -3.18035 0.12
H -2.48497 1.02020 1.73288 0.05
C -2.73048 1.36294 2.74175 -0.16
H -3.54574 2.08250 2.63725 0.08
H 6.46991 0.32052 -3.43908 0.05
H -1.86403 4.26139 -2.65034 0.11
H 5.60695 -1.84371 -3.35491 0.07
F -8.81137 0.97972 -2.70526 0.20
H -3.92362 3.01145 -1.60696 0.12
H 0.51549 1.43981 6.25084 0.07
C 7.42982 -0.83244 0.95064 -0.14
C 1.17899 3.31902 4.05391 -0.13
C -8.17413 -0.04294 -2.16153 -0.60
H 0.64026 3.89337 3.29020 0.09
N -0.30908 0.21535 4.74116 -0.29
H -6.62994 -2.99174 -1.57418 0.15
H 2.48727 0.61502 2.56911 0.07
F -8.80866 -1.13232 -2.53039 0.21
H -4.70024 -3.28460 -0.68129 0.16
H 0.48217 -1.69592 4.18810 0.08
H -2.83308 3.30145 4.41176 0.09
B -2.97133 -4.28780 -1.59697 -0.54
F -6.32160 1.27927 -2.54149 0.16
H 4.68692 -2.79233 0.60886 0.07
H -2.09400 -3.45142 0.05685 0.07
C -0.45693 -1.24215 4.52128 -0.15
H 0.70384 3.47755 5.02405 0.05
H 2.41756 2.27365 1.96562 0.08
H -1.21602 -1.43059 3.75319 0.07
C -1.78071 3.44904 -1.91779 -0.23
H -2.10899 1.04096 -0.85549 0.12
H -1.73716 3.93761 -0.93850 0.11
H -0.29808 1.79502 -1.64471 0.06
H -2.33501 0.64653 -2.55025 0.13
O -4.97345 -3.18470 -2.74798 -0.06
F -8.20864 0.15135 -0.86281 0.21
H 4.84975 -3.32788 -2.85625 0.09
H 2.17487 3.75113 4.16546 0.09
H -6.07686 -0.91036 -0.87171 0.18
H 2.91516 0.77495 -1.32632 0.07
H 7.27214 -1.90388 1.14455 0.08
N -1.58447 1.96225 3.41278 -0.32
N -1.92166 -4.19436 -0.61597 0.20
H 5.35105 1.60619 -3.70473 0.08
P 5.28740 -0.36159 -0.56164 0.76
H -2.50360 -1.71083 -2.12370 0.15
N 7.00066 -0.46447 -0.39782 -0.32
H -6.81100 -2.47750 -3.23890 0.14
C -3.44603 -1.75981 -1.57436 -0.01
O 0.02987 1.49762 1.71990 -0.32
H 3.30797 -2.60720 -0.49028 0.07
O -2.98718 -5.30229 -2.52661 0.16
H 3.90032 2.21378 -1.62209 0.08
N 5.19751 -1.99355 -1.28988 -0.30
H 8.93538 -0.73110 -1.12535 0.09
N 4.83782 0.35459 -2.09208 -0.35
H 3.87119 -1.86108 -2.96200 0.08
H 4.48528 -3.92160 -0.72449 0.08
C 7.91505 -1.04190 -1.36122 -0.14
C 3.66082 1.21259 -1.99477 -0.16
```

Computed properties:
Lowest unoccupied orbital energy: -2.81 eV
Charge: +1
Gap between HOMO and LUMO: 6.85 eV

7.
ORCA calculation (wB97M-V/def2-TZVPD) on a cluster of 2 separate species, C3H6Cl3NO2 in total at a distorted geometry.

Geometry as XYZ:
```
15
Properties=species:S:1:pos:R:3:nbo_charge:R:1
Cl -0.37699 2.14956 -2.63416 0.30
H 1.05222 -1.51884 -0.62589 0.19
H 0.22857 -2.30502 0.74379 0.20
H 0.59774 1.26006 1.16298 0.22
H 1.47668 -0.20897 1.73338 0.22
Cl -1.87289 1.51185 0.82994 -0.10
C 0.50245 0.24144 1.46209 -0.42
O -1.99314 -0.16423 -1.15518 -0.58
Cl 2.13049 1.78690 -1.46474 0.29
C -1.33876 0.18050 -0.21381 0.67
C 0.12346 -1.68354 -0.17190 -0.41
H -0.62127 -2.10561 -0.83035 0.24
N -0.40440 -0.52236 0.45439 -0.44
H -0.10070 0.13786 2.33069 0.22
O 0.59654 1.24039 -1.62126 -0.57
```

Computed properties:
Lowest unoccupied orbital energy: -0.99 eV
Charge: 0
Gap between HOMO and LUMO: 8.76 eV

8.
ORCA calculation (wB97M-V/def2-TZVPD) on a structure of composition C28H25BrOSiV at a distorted geometry.

Geometry as XYZ:
```
57
Properties=species:S:1:pos:R:3:mulliken_spin:R:1
H 1.37693 4.85012 6.05882 0.00
H 2.81247 1.76686 1.16547 0.00
C -1.72080 0.09010 4.35070 -0.02
H -4.80685 -1.25319 3.78854 0.00
H -0.60084 6.25384 5.42634 0.00
V -1.27583 -1.25868 1.01068 2.89
C 2.32988 -1.87069 5.17003 0.00
H -0.56413 -0.87848 -2.23251 -0.01
H -1.47669 -3.02588 -1.00112 0.01
H 1.56347 2.51298 5.20765 0.00
C -3.94337 -0.90312 4.35439 0.02
C -0.28801 2.66328 4.12283 0.00
C 2.69240 1.60990 0.10104 0.00
H -2.95144 -0.18824 2.52627 -0.03
C -3.87344 -1.01363 5.74236 0.00
H -3.12117 -2.10466 0.88602 0.02
C 1.28408 -0.00585 4.03797 -0.01
C 1.77294 2.31025 -0.71203 0.00
H -4.70379 -1.46016 6.26870 0.00
H 1.10086 3.09650 -0.36878 0.00
C 2.54664 0.56782 3.84029 0.00
H 0.21756 -1.74537 4.74207 0.01
C -1.30018 -0.92143 -1.45920 -0.04
C 3.69343 -0.09011 4.31469 0.00
H 0.72769 1.68306 -2.61831 0.00
C -0.49200 5.25407 5.03038 0.00
C -1.90445 0.20914 -0.99087 -0.01
H -3.35707 0.54512 0.54734 0.00
C 3.07219 0.39236 -0.58501 0.00
C 1.19113 -1.25549 4.66653 0.00
H 2.18399 -0.52854 -2.42924 0.00
H 2.22191 -2.80212 5.70340 0.00
C 2.33930 0.36084 -1.82563 0.00
C -2.92296 -1.59962 -0.02334 0.07
Br 0.96052 -2.55336 1.41106 0.02
C -2.75407 -0.55741 6.43036 0.00
H 4.46706 -1.77725 5.38616 0.00
H -2.34457 5.33745 3.88123 0.00
H -1.64545 1.18702 -1.33056 -0.01
C 3.58115 -1.29353 4.99820 0.00
C 0.72867 3.16656 4.92676 0.00
Si -0.28023 0.93306 3.44604 0.00
C 0.60788 4.47863 5.39313 0.00
C -1.34515 3.46296 3.66149 0.00
H 4.65821 0.37674 4.14156 0.00
C -1.85838 -2.05389 -0.82184 0.00
C -2.79134 -0.17411 0.01061 0.03
H 3.54007 -0.48535 -0.11225 0.00
C -1.67977 -0.00492 5.73899 0.00
C 1.57946 1.55163 -1.94186 0.00
C -1.47056 4.75740 4.16377 0.00
H -0.80335 0.36797 6.26829 0.00
H -2.07572 3.06313 2.93922 0.00
O -0.41225 1.13389 1.88133 0.02
C -2.87038 -0.33326 3.65246 0.03
H -2.69989 -0.62759 7.50730 0.00
H 2.63496 1.54746 3.33420 0.00
```

Computed properties:
Lowest unoccupied orbital energy (spin up / spin down): 4.34 / 4.33 eV
Charge: -2
Gap between HOMO and LUMO (spin up / spin down): 4.11 / 4.10 eV
Spin multiplicity: 4